The following is a quantum chemistry calculation of a cluster of 6 separate species, C27H66N5O7 in total, from the Open Molecules 2025 dataset.

LUMO energy (eV): 2.46
HOMO-LUMO gap (eV): 7.446
Total charge: -1

Atoms and positions in Å:
C -16.409 28.417 -8.921
C -16.028 26.937 -8.897
O -16.405 26.229 -7.934
O -15.572 26.465 -9.975
H -16.359 28.917 -7.943
H -17.465 28.555 -9.166
H -15.835 29.077 -9.570
C -18.179 28.584 -12.143
C -19.548 28.558 -12.715
C -20.739 28.626 -11.744
O -21.896 28.497 -12.566
C -23.114 28.686 -11.918
N -19.658 29.646 -13.725
H -18.170 28.141 -11.137
H -17.853 29.609 -11.935
H -17.367 28.054 -12.639
H -19.682 27.642 -13.301
H -20.733 29.577 -11.195
H -20.876 27.809 -11.031
H -23.172 29.704 -11.521
H -23.428 27.924 -11.193
H -23.900 28.593 -12.674
H -19.622 30.483 -13.144
H -18.833 29.688 -14.309
C -10.067 28.149 -11.595
C -10.990 27.660 -10.487
C -12.312 28.410 -10.400
O -12.072 29.809 -10.114
C -13.232 30.422 -9.629
N -11.158 26.209 -10.578
H -9.928 29.227 -11.663
H -10.490 27.913 -12.578
H -9.109 27.629 -11.538
H -10.455 27.921 -9.561
H -12.911 27.976 -9.599
H -12.804 28.345 -11.373
H -13.419 30.161 -8.581
H -14.139 30.289 -10.222
H -13.023 31.496 -9.573
H -10.225 25.817 -10.628
H -11.624 25.821 -9.766
C -21.511 25.896 -8.232
C -20.039 26.263 -8.168
C -19.841 27.661 -7.523
O -20.480 28.616 -8.360
C -20.341 29.876 -7.754
N -19.316 25.178 -7.515
H -22.059 26.662 -8.799
H -22.046 26.041 -7.287
H -21.691 24.943 -8.724
H -19.672 26.388 -9.191
H -18.764 27.841 -7.626
H -20.203 27.697 -6.490
H -20.761 29.977 -6.749
H -20.835 30.598 -8.412
H -19.311 30.254 -7.727
H -18.336 25.470 -7.540
H -19.540 25.244 -6.522
C -14.826 25.253 -13.428
C -13.575 24.579 -12.833
C -12.316 25.210 -13.444
O -12.412 25.104 -14.862
C -11.310 25.767 -15.478
N -13.645 24.786 -11.372
H -14.968 25.001 -14.476
H -14.663 26.331 -13.304
H -15.710 25.031 -12.832
H -13.748 23.537 -13.119
H -11.402 24.706 -13.106
H -12.249 26.271 -13.187
H -11.222 26.814 -15.181
H -11.584 25.790 -16.535
H -10.394 25.186 -15.356
H -12.721 24.631 -10.994
H -13.724 25.799 -11.302
C -13.201 28.377 -6.408
C -13.645 28.859 -5.030
C -13.222 30.358 -4.850
C -14.065 31.126 -3.861
C -15.559 31.022 -4.233
C -16.011 29.559 -4.188
N -15.083 28.702 -4.905
O -15.507 27.385 -5.074
C -16.279 29.107 -2.743
C -17.341 29.606 -4.997
C -12.808 28.062 -4.040
H -13.156 27.283 -6.477
H -12.190 28.680 -6.691
H -13.917 28.546 -7.218
H -12.177 30.461 -4.541
H -13.188 30.776 -5.862
H -13.788 32.181 -3.821
H -13.893 30.673 -2.881
H -15.673 31.458 -5.225
H -15.973 31.671 -3.457
H -15.395 29.263 -2.121
H -17.128 29.711 -2.420
H -16.458 28.036 -2.654
H -17.847 28.654 -4.821
H -18.070 30.335 -4.622
H -17.160 29.973 -6.005
H -13.061 28.388 -3.024
H -11.750 28.158 -4.282
H -13.028 26.992 -4.017
H -15.837 27.342 -5.989

The following is a quantum chemistry calculation of a structure of composition C27H66O25, from the Open Molecules 2025 dataset.

LUMO energy (eV): 3.97
HOMO-LUMO gap (eV): 5.018
Total charge: -2

Atoms and positions in Å:
C 0.095 0.342 1.381
C -1.227 0.710 1.070
C -1.628 0.540 -0.384
O -2.740 0.965 -0.735
C -0.702 0.203 -1.403
C 0.581 -0.261 -1.026
C 1.034 -0.174 0.458
O 2.139 -0.638 0.771
O 1.431 -0.676 -1.824
O -1.982 1.225 1.896
H 0.455 0.483 2.400
H -1.008 0.022 -2.423
C 0.224 0.159 -4.942
O 1.383 -0.492 -4.498
H 0.068 -0.182 -5.970
H -0.686 -0.020 -4.364
H 0.320 1.255 -4.939
H 1.227 -0.653 -3.512
C -4.290 5.846 0.761
C -3.045 4.983 0.593
O -3.335 3.879 -0.214
O -5.340 5.054 1.326
H -4.597 6.232 -0.219
H -4.005 6.645 1.461
H -2.806 4.675 1.618
H -2.289 5.602 0.098
H -2.560 3.592 -0.709
H -6.123 5.611 1.296
C 4.132 -1.175 3.269
C 5.309 -0.590 4.005
O 5.443 0.813 3.722
O 3.067 -0.267 3.366
H 3.970 -2.170 3.708
H 4.295 -1.321 2.198
H 6.307 -0.985 3.789
H 5.226 -0.765 5.090
H 4.511 1.083 3.630
H 2.483 -0.443 2.587
C -3.871 0.562 2.276
C -3.799 -0.653 3.204
O -3.113 -0.371 4.411
O -4.706 1.580 2.851
H -4.217 0.182 1.307
H -2.855 0.959 2.208
H -3.260 -1.462 2.698
H -4.825 -1.065 3.285
H -3.565 0.425 4.730
H -5.616 1.319 2.675
C -0.526 -2.778 5.032
C 0.097 -1.629 4.243
O 0.996 -0.882 5.055
O -1.652 -2.379 5.781
H 0.243 -3.202 5.678
H -0.787 -3.527 4.264
H -0.682 -0.918 3.941
H 0.596 -2.045 3.361
H 1.814 -0.688 4.566
H -2.052 -1.633 5.298
C -4.761 -0.618 -3.343
C -5.497 -0.684 -2.038
O -5.715 0.574 -1.430
O -3.592 0.171 -3.346
H -5.437 -0.239 -4.139
H -4.471 -1.581 -3.788
H -5.040 -1.329 -1.289
H -6.510 -1.098 -2.189
H -6.321 1.122 -1.934
H -3.468 0.638 -2.487
C 6.435 -0.192 -4.091
C 5.024 0.092 -4.509
O 4.121 -0.824 -3.946
O 6.530 -0.268 -2.662
H 7.052 0.658 -4.423
H 6.829 -1.124 -4.515
H 4.948 0.055 -5.613
H 4.732 1.136 -4.311
H 3.268 -0.570 -4.349
H 7.464 -0.263 -2.441
C -0.149 3.421 6.263
C -0.007 2.499 5.080
O -1.205 2.121 4.509
O -0.921 2.849 7.329
H -0.460 4.447 6.044
H 0.893 3.428 6.623
H 0.531 1.621 5.475
H 0.696 2.951 4.366
H -1.095 1.774 3.602
H -0.523 3.115 8.157
C 0.928 4.356 -2.340
C 2.395 4.055 -2.146
O 2.807 2.954 -2.956
O 0.113 3.452 -1.631
H 0.660 4.364 -3.411
H 0.653 5.368 -2.024
H 2.595 3.769 -1.113
H 3.054 4.918 -2.334
H 2.624 3.190 -3.872
H 0.294 2.557 -1.966
C 2.148 -5.653 -3.286
C 3.464 -6.028 -3.925
O 4.563 -5.563 -3.154
O 2.153 -4.306 -2.853
H 1.831 -6.362 -2.505
H 1.407 -5.767 -4.097
H 3.490 -5.545 -4.911
H 3.513 -7.107 -4.119
H 5.308 -6.104 -3.429
H 1.202 -4.087 -2.936
C -1.155 -4.384 -2.632
C -1.238 -3.657 -1.311
O -2.129 -2.578 -1.261
O -0.438 -3.666 -3.618
H -2.130 -4.724 -3.015
H -0.682 -5.370 -2.505
H -0.203 -3.331 -1.128
H -1.515 -4.383 -0.539
H -1.666 -1.728 -1.398
H -0.951 -3.422 -4.387

The following is a quantum chemistry calculation of a structure of composition C27H67AsCuF6N3O16P3, from the Open Molecules 2025 dataset.

LUMO energy (eV): 1.33
HOMO-LUMO gap (eV): 6.655
Total charge: -1

Atoms and positions in Å:
Cu 2.217 3.713 -0.596
O 2.922 3.433 1.549
H 2.232 3.224 2.184
As -0.361 1.023 0.480
F 0.074 2.176 -0.747
F -0.942 -0.115 -0.756
F -0.946 -0.151 1.701
F 0.347 2.093 1.679
F -1.895 1.871 0.720
F 1.116 0.103 0.475
C -2.025 1.566 -3.257
O -1.788 0.723 -4.129
N -2.575 2.739 -3.594
C -3.120 3.578 -2.542
C -2.980 3.149 -4.922
H -1.953 1.505 -2.164
H -2.820 4.618 -2.691
H -2.700 3.274 -1.582
H -4.205 3.595 -2.415
H -2.505 2.480 -5.639
H -4.046 2.989 -5.110
H -2.823 4.177 -5.248
C -0.395 -5.086 1.096
O 0.069 -5.331 0.009
N -0.140 -4.023 1.888
C -0.588 -4.106 3.262
C 0.743 -2.952 1.569
H -1.013 -5.845 1.621
H -0.848 -3.147 3.711
H 0.196 -4.523 3.904
H -1.468 -4.748 3.268
H 0.898 -2.788 0.503
H 0.323 -2.000 1.895
H 1.720 -3.137 2.029
C 3.540 -1.007 3.520
O 3.969 -0.291 2.636
N 2.687 -0.636 4.475
C 2.027 -1.566 5.397
C 2.439 0.787 4.726
H 3.685 -2.103 3.586
H 0.942 -1.501 5.454
H 2.401 -1.415 6.412
H 2.356 -2.515 4.970
H 1.557 1.217 4.240
H 2.553 1.023 5.781
H 3.139 1.355 4.105
C -2.143 9.107 3.266
C -1.210 8.492 4.269
O 0.086 8.227 3.730
P 0.506 6.757 3.215
O 1.905 6.597 2.801
O 0.043 5.787 4.439
C 0.924 4.837 5.003
C 0.475 4.588 6.429
O -0.590 6.398 2.126
C -0.826 5.081 1.613
C -2.239 5.207 0.998
H -1.991 10.164 3.056
H -1.998 8.590 2.313
H -3.178 8.883 3.527
H -1.025 9.226 5.055
H -1.694 7.606 4.680
H 0.988 3.986 4.317
H 1.971 5.154 4.961
H -0.600 4.779 6.436
H 0.557 3.565 6.806
H 0.932 5.151 7.243
H -0.094 4.978 0.814
H -0.945 4.307 2.369
H -2.943 5.562 1.744
H -2.061 5.996 0.265
H -2.326 4.234 0.515
C -1.627 -4.943 -4.000
C -2.459 -3.713 -3.634
O -3.349 -4.105 -2.578
P -4.899 -4.470 -2.792
O -5.418 -5.626 -2.078
O -5.687 -3.101 -2.560
C -5.292 -2.270 -1.478
C -4.230 -1.170 -1.842
O -4.990 -4.763 -4.385
C -6.025 -4.220 -5.220
C -5.564 -3.289 -6.314
H -2.099 -5.927 -3.989
H -1.184 -4.874 -5.000
H -0.701 -5.198 -3.475
H -1.822 -2.895 -3.306
H -2.962 -3.439 -4.560
H -6.180 -1.711 -1.180
H -4.919 -2.816 -0.611
H -3.262 -1.661 -1.781
H -4.562 -0.689 -2.762
H -4.209 -0.379 -1.091
H -6.484 -5.088 -5.700
H -6.818 -3.836 -4.576
H -6.380 -2.834 -6.870
H -4.968 -2.500 -5.849
H -4.889 -3.858 -6.953
C 2.300 -0.291 -2.466
C 2.686 -1.682 -2.001
O 3.988 -2.097 -2.407
P 5.167 -2.037 -1.303
O 5.115 -0.943 -0.379
O 4.869 -3.457 -0.601
C 5.098 -3.675 0.781
C 4.866 -5.166 1.039
O 6.562 -2.268 -2.055
C 6.794 -3.465 -2.832
C 7.181 -2.923 -4.234
H 2.996 0.291 -1.855
H 2.499 -0.075 -3.514
H 1.249 -0.193 -2.202
H 2.477 -1.751 -0.932
H 1.998 -2.399 -2.460
H 6.138 -3.378 0.949
H 4.525 -2.981 1.400
H 5.580 -5.737 0.449
H 5.008 -5.463 2.082
H 3.820 -5.455 0.925
H 7.650 -3.923 -2.345
H 5.885 -4.024 -3.038
H 7.423 -3.658 -5.005
H 6.468 -2.228 -4.677
H 8.097 -2.328 -4.175

The following is a quantum chemistry calculation of a cluster of 4 separate species, C27H68BrN5O7P4S in total, from the Open Molecules 2025 dataset.

LUMO energy (eV): -0.39
Energy relative to the best compared isomer or geometry (same formula, charge and spin) (eV): 7.604
Structure (SMILES): C=CCN(C[C@](Br)(O[C@H](CCCN)[PH2]=O)P(O)(O)=S)PP(=O)(O)O.CCN(CC)CC.CCN(CC)CC.CCN(CC)CC
HOMO-LUMO gap (eV): 7.696

Atoms and positions in Å:
C -6.276 -1.972 0.748
C -7.296 -0.889 0.769
C -7.039 0.705 0.485
N -6.186 0.984 -0.763
C -4.729 0.832 -0.389
C -3.815 0.084 -1.574
Br -4.370 0.827 -3.316
O -3.775 -1.346 -1.386
C -4.207 -2.163 -2.507
C -4.385 -3.708 -1.877
C -5.524 -4.594 -2.659
C -6.681 -5.181 -1.604
N -7.369 -6.364 -2.300
P -2.845 -2.408 -3.880
O -2.861 -3.870 -4.504
P -2.006 0.730 -1.243
O -0.901 -0.660 -1.298
O -1.855 1.343 0.417
S -1.491 2.047 -2.582
P -6.440 2.767 -1.025
P -7.762 3.121 -2.729
O -7.855 4.716 -2.945
O -9.393 2.548 -2.501
O -7.180 2.473 -4.241
H -6.557 -3.096 0.556
H -5.117 -1.742 0.900
H -8.407 -1.206 1.071
H -8.107 1.176 0.238
H -6.540 1.206 1.417
H -4.567 0.367 0.673
H -4.282 1.937 -0.332
H -5.264 -1.923 -2.955
H -4.626 -3.676 -0.718
H -3.366 -4.322 -1.973
H -6.044 -3.967 -3.503
H -5.075 -5.558 -3.188
H -7.441 -4.312 -1.368
H -6.227 -5.552 -0.589
H -8.292 -6.580 -1.864
H -7.484 -6.014 -3.298
H -3.228 -1.502 -4.972
H -1.536 -1.977 -3.459
H -0.382 -0.641 -2.158
H -2.235 0.629 1.041
H -7.064 3.307 0.190
H -9.853 2.751 -3.388
H -6.709 3.161 -4.797
C 5.166 -3.395 -3.825
C 4.703 -2.666 -2.566
N 3.384 -2.034 -2.681
C 3.068 -1.154 -1.549
C 2.919 -1.799 -0.171
C 2.286 -2.904 -3.109
C 1.976 -4.120 -2.244
H 5.205 -2.717 -4.684
H 6.173 -3.798 -3.669
H 4.517 -4.240 -4.074
H 5.449 -1.887 -2.358
H 4.740 -3.369 -1.726
H 2.154 -0.590 -1.770
H 3.856 -0.394 -1.480
H 1.961 -2.311 -0.066
H 2.947 -1.023 0.603
H 3.722 -2.507 0.051
H 2.497 -3.252 -4.127
H 1.370 -2.309 -3.219
H 2.878 -4.636 -1.899
H 1.389 -4.845 -2.823
H 1.374 -3.852 -1.374
C 3.293 1.808 6.983
C 3.910 0.660 6.188
N 2.934 -0.243 5.569
C 3.546 -1.455 5.012
C 4.512 -1.286 3.839
C 1.924 0.386 4.714
C 2.420 1.182 3.512
H 2.646 1.435 7.782
H 4.087 2.406 7.445
H 2.712 2.484 6.348
H 4.527 0.084 6.891
H 4.595 1.084 5.444
H 2.757 -2.157 4.716
H 4.086 -1.965 5.819
H 3.982 -1.100 2.903
H 5.083 -2.210 3.697
H 5.233 -0.481 4.001
H 1.309 1.049 5.334
H 1.217 -0.377 4.363
H 3.291 1.802 3.745
H 1.626 1.856 3.164
H 2.670 0.531 2.673
C 4.586 2.118 0.711
C 5.355 3.412 0.965
N 5.161 4.444 -0.060
C 6.083 5.578 0.087
C 5.950 6.441 1.342
C 3.774 4.812 -0.352
C 2.934 5.352 0.800
H 4.862 1.674 -0.251
H 4.820 1.389 1.495
H 3.503 2.271 0.728
H 6.420 3.146 1.000
H 5.090 3.781 1.963
H 6.002 6.227 -0.793
H 7.107 5.188 0.054
H 5.096 7.117 1.278
H 6.841 7.069 1.451
H 5.860 5.844 2.254
H 3.263 3.935 -0.766
H 3.755 5.540 -1.173
H 3.088 4.800 1.732
H 1.868 5.273 0.548
H 3.136 6.409 0.983